1.
Below is the molecule C2H3F2NS in a non-equilibrium geometry, with properties calculated with wB97M-V/def2-TZVPD.

Values from the calculation:
SMILES ... NC(=S)C(F)F
Gap between HOMO and LUMO ... 9.1 eV
Maximum force ... 4.37 eV/Å
HOMO level ... -9.1 eV

ORCA input file:
```
! RIJCOSX wB97M-V def2-TZVPD def2/J DEFGRID3
* xyz 0 1
N 0.710 1.169 0.099
C 0.617 -0.201 0.061
S 1.891 -1.145 -0.309
C -0.864 -0.631 0.254
F -1.536 -0.014 -0.732
F -1.020 -1.964 -0.009
H 1.529 1.382 -0.316
H -0.138 1.664 -0.255
H -1.190 -0.260 1.208
*
```

2.
Below is the molecule C6H5BrO2S in a non-equilibrium geometry, with properties calculated with wB97M-V/def2-TZVPD.

Values from the calculation:
SMILES ... O=S(=O)=C1CC=CC=C1Br
Gap between HOMO and LUMO (alpha / beta) ... 7.1 / 7.0 eV
Maximum force ... 5.49 eV/Å
HOMO level (alpha / beta) ... -8.8 / -8.7 eV

ORCA input file:
```
! RIJCOSX wB97M-V def2-TZVPD def2/J DEFGRID3
* xyz 0 1
O -1.183 -2.991 -0.072
S -1.767 -1.686 -0.202
O -3.199 -1.564 0.116
C -0.641 -0.479 0.485
C 0.798 -0.893 0.394
C 1.789 0.140 -0.075
C 1.378 1.377 -0.252
C 0.054 1.844 -0.184
C -0.962 1.041 0.004
Br -2.793 1.499 0.036
H 0.797 -1.808 -0.386
H 0.964 -1.312 1.354
H 2.942 -0.116 -0.130
H 2.110 2.047 -0.547
H -0.286 2.901 -0.540
*
```

What is the maximum force in the second record?
5.49 eV/Å

Which value of maximum force does entry 2 give?
5.49 eV/Å

Please write out number 2 again, unchanged.
Below is the molecule C6H5BrO2S in a non-equilibrium geometry, with properties calculated with wB97M-V/def2-TZVPD.

Values from the calculation:
SMILES ... O=S(=O)=C1CC=CC=C1Br
Gap between HOMO and LUMO (alpha / beta) ... 7.1 / 7.0 eV
Maximum force ... 5.49 eV/Å
HOMO level (alpha / beta) ... -8.8 / -8.7 eV

ORCA input file:
```
! RIJCOSX wB97M-V def2-TZVPD def2/J DEFGRID3
* xyz 0 1
O -1.183 -2.991 -0.072
S -1.767 -1.686 -0.202
O -3.199 -1.564 0.116
C -0.641 -0.479 0.485
C 0.798 -0.893 0.394
C 1.789 0.140 -0.075
C 1.378 1.377 -0.252
C 0.054 1.844 -0.184
C -0.962 1.041 0.004
Br -2.793 1.499 0.036
H 0.797 -1.808 -0.386
H 0.964 -1.312 1.354
H 2.942 -0.116 -0.130
H 2.110 2.047 -0.547
H -0.286 2.901 -0.540
*
```

Repeat the first record exactly.
Below is the molecule C2H3F2NS in a non-equilibrium geometry, with properties calculated with wB97M-V/def2-TZVPD.

Values from the calculation:
SMILES ... NC(=S)C(F)F
Gap between HOMO and LUMO ... 9.1 eV
Maximum force ... 4.37 eV/Å
HOMO level ... -9.1 eV

ORCA input file:
```
! RIJCOSX wB97M-V def2-TZVPD def2/J DEFGRID3
* xyz 0 1
N 0.710 1.169 0.099
C 0.617 -0.201 0.061
S 1.891 -1.145 -0.309
C -0.864 -0.631 0.254
F -1.536 -0.014 -0.732
F -1.020 -1.964 -0.009
H 1.529 1.382 -0.316
H -0.138 1.664 -0.255
H -1.190 -0.260 1.208
*
```